86
Properties=species:S:1:pos:R:3:forces:R:3:mulliken_charge:R:1 method="wB97M-V/def2-TZVPD" e_tot_ev=-63748.3688 relative_energy_kj_mol=6.9 lumo_energy_ev=-4.4 charge=+1 orbital_gap_ha=0.2217
O 1.5540 2.7630 -1.1146 -0.1 -0.1 0.2 -0.682
C 2.4925 3.4787 -0.8134 0.0 -0.4 0.0 0.610
N 2.9100 3.5868 0.4962 0.7 0.8 -0.3 -0.174
C 2.3875 2.6854 1.5018 -0.5 -0.3 0.0 -1.480
C 3.1217 1.3531 1.4924 0.0 -0.8 -0.1 0.549
C 4.6217 1.4996 1.8307 -0.2 -0.1 0.1 -0.610
C 4.9773 0.3011 2.7397 0.1 0.1 0.1 -0.662
C 3.6599 -0.4632 2.9647 -0.4 -0.2 -0.2 -0.402
N 2.5695 0.4135 2.5005 0.3 0.6 0.0 -0.347
N 3.2070 4.1980 -1.7589 0.4 0.2 0.9 -0.073
C 2.9316 4.2790 -3.1301 -0.2 0.0 -0.2 0.553
C 3.8708 4.8520 -3.9812 0.2 -0.1 0.6 -0.911
C 3.6143 4.9946 -5.3234 -0.2 0.0 -0.1 -0.075
C 4.6804 5.5675 -6.2312 -1.4 -0.6 1.1 0.967
F 4.0872 6.2198 -7.2481 0.9 0.0 0.0 -0.258
F 5.4477 6.4111 -5.5152 0.3 -0.1 -0.9 -0.261
F 5.4273 4.5529 -6.7061 0.3 0.7 -0.3 -0.237
C 2.4013 4.5871 -5.8388 -0.1 0.1 -0.7 -1.127
C 1.4572 4.0129 -5.0110 0.4 0.1 0.1 -0.148
C 0.1157 3.6058 -5.5781 1.8 0.5 0.8 0.862
F -0.6562 3.1395 -4.5787 -0.5 -0.1 -0.9 -0.267
F -0.4545 4.6881 -6.1410 -0.5 -0.7 -0.1 -0.254
F 0.3077 2.6495 -6.5056 -0.9 0.2 0.1 -0.254
C 1.7264 3.8435 -3.6719 -0.5 -0.2 0.4 -0.501
H 3.7745 4.0800 0.7269 -0.6 -0.3 -0.3 0.273
H 2.4511 3.1465 2.4914 0.2 0.0 -0.1 0.389
H 1.3245 2.5274 1.2956 0.2 0.0 0.0 0.274
H 3.0211 0.9006 0.4924 0.0 0.3 0.0 0.290
H 5.2384 1.5302 0.9261 -0.2 -0.1 0.1 0.291
H 4.7899 2.4469 2.3520 0.0 -0.1 0.1 0.355
H 5.7378 -0.3413 2.2810 -0.2 0.1 0.1 0.264
H 5.3983 0.6422 3.6926 -0.1 0.0 -0.2 0.239
H 3.6520 -1.4005 2.3957 0.2 0.0 0.0 0.262
H 3.4951 -0.7168 4.0185 0.1 0.0 -0.1 0.321
H 1.7652 -0.1059 2.1402 0.5 0.2 0.1 0.122
H 4.0040 4.7198 -1.4131 -0.2 -0.1 -0.3 0.221
H 4.8133 5.1937 -3.5924 0.2 0.1 0.2 0.468
H 2.1876 4.7396 -6.8848 0.0 0.0 -0.1 0.479
H 0.9893 3.3788 -3.0370 0.1 0.1 0.0 0.939
C 0.7037 -5.0142 6.0632 0.2 0.1 0.0 -0.935
N 0.0547 -4.4185 4.8968 0.0 1.2 -0.2 0.204
C 0.1398 -3.0975 4.5388 -0.6 -1.4 0.2 -1.233
C -0.7114 -2.8436 3.4605 -0.1 0.7 -0.5 0.817
C -0.9927 -1.5566 2.9263 -0.5 -0.8 -0.3 -0.479
C -1.6989 -1.2773 1.7245 0.7 -0.1 0.6 0.846
C -1.6562 -2.1273 0.5948 -0.6 0.2 -0.3 -1.792
C -2.4487 -1.9136 -0.5080 0.5 -0.5 0.2 1.065
C -3.3219 -0.8012 -0.5366 -1.4 0.4 -1.7 0.303
N -4.1483 -0.5787 -1.6412 0.5 -0.5 1.3 0.010
C -4.0648 -1.4071 -2.8579 0.4 0.1 0.2 -0.567
C -3.6671 -2.8445 -2.5340 -0.1 -0.1 0.2 -0.830
C -2.4053 -2.8843 -1.6569 0.1 -0.2 -0.5 -1.006
C -5.0138 0.6113 -1.7287 0.4 0.1 0.2 -0.574
C -5.5146 1.0442 -0.3531 0.0 -0.2 0.2 -0.857
C -4.3527 1.2035 0.6371 -0.2 0.5 -0.1 -1.004
C -3.3613 0.0760 0.5728 -0.1 0.2 0.7 0.767
C -2.5370 -0.1418 1.6493 0.0 -0.1 -0.6 -1.359
C -1.3828 -4.0952 3.1713 -0.1 -0.4 -0.2 1.381
C -2.4291 -4.4402 2.3046 0.3 0.1 0.4 0.031
C -2.9056 -5.7253 2.3094 0.0 -0.1 0.1 -0.997
C -2.3974 -6.6768 3.1964 0.0 0.0 -0.1 -0.774
C -1.4025 -6.3544 4.0862 0.5 0.3 0.5 -0.905
C -0.8862 -5.0555 4.0729 -0.4 0.5 -0.5 -0.361
H 0.4008 -6.0515 6.1905 -0.1 0.1 -0.2 0.287
H 1.7863 -4.9803 5.9532 0.0 0.0 -0.1 0.340
H 0.4265 -4.4640 6.9608 0.0 0.0 0.0 0.353
H 0.7460 -2.3714 5.0499 0.3 -0.2 0.2 0.541
H -0.7642 -0.7199 3.5670 0.1 0.3 0.1 0.550
H -0.9899 -2.9725 0.6067 0.1 -0.2 0.0 0.769
H -5.0265 -1.3731 -3.3816 0.1 0.0 0.3 0.432
H -3.3304 -0.9433 -3.5241 0.1 -0.1 -0.1 0.251
H -4.4931 -3.3390 -2.0081 0.1 0.2 0.0 0.296
H -3.5233 -3.4224 -3.4580 0.1 0.3 0.2 0.386
H -1.5199 -2.6701 -2.2670 -0.1 0.0 0.0 0.326
H -2.2523 -3.8973 -1.2627 -0.1 0.2 -0.1 0.366
H -4.4299 1.4100 -2.1964 -0.1 0.1 0.0 0.247
H -5.8508 0.3959 -2.4023 0.2 -0.1 0.2 0.422
H -6.0975 1.9729 -0.4265 0.3 -0.2 -0.1 0.389
H -6.2105 0.2868 0.0285 0.1 0.0 -0.1 0.306
H -3.8273 2.1486 0.4611 -0.1 0.0 -0.1 0.355
H -4.7383 1.2655 1.6635 0.0 0.0 -0.3 0.431
H -2.5859 0.5248 2.4931 0.0 0.2 0.2 0.555
H -2.8806 -3.6971 1.6759 -0.1 0.0 -0.2 0.483
H -3.6891 -6.0019 1.6246 -0.2 -0.1 0.0 0.455
H -2.8119 -7.6709 3.2010 0.0 -0.2 0.0 0.400
H -1.0377 -7.0714 4.7987 0.0 -0.3 0.1 0.302